# 1
{"formula": "C48H56BMgNO3PSiTe", "method": "ωB97M-V with the def2-TZVPD basis set", "species": ["Mg", "C", "C", "C", "P", "C", "C", "C", "C", "C", "C", "C", "C", "C", "C", "N", "C", "C", "C", "C", "C", "C", "C", "C", "C", "H", "H", "H", "H", "H", "H", "H", "H", "H", "H", "H", "H", "H", "H", "H", "H", "H", "H", "H", "H", "H", "H", "H", "H", "H", "H", "H", "H", "H", "H", "H", "O", "Si", "C", "C", "C", "C", "C", "C", "C", "C", "C", "C", "C", "C", "C", "C", "C", "C", "C", "C", "H", "H", "H", "H", "H", "H", "H", "H", "H", "H", "H", "H", "H", "H", "H", "C", "Te", "C", "H", "H", "H", "H", "H", "H", "O", "B", "O", "C", "C", "C", "C", "C", "C", "H", "H", "H", "H"], "positions_angstrom": [[-0.058, -0.074, -0.314], [3.382, -1.599, -1.827], [2.360, -2.685, -2.193], [3.047, -4.044, -2.098], [0.849, -2.356, -1.151], [-0.581, -3.203, -1.976], [-1.822, -2.957, -1.113], [-0.483, -4.678, -2.355], [1.047, -3.218, 0.427], [1.261, -4.591, 0.562], [1.333, -5.225, 1.791], [1.568, -6.709, 1.910], [1.184, -4.421, 2.923], [0.966, -3.065, 2.832], [0.865, -2.401, 1.578], [0.601, -1.066, 1.473], [0.795, -0.324, 2.657], [2.107, -0.050, 3.090], [3.271, -0.492, 2.246], [2.317, 0.604, 4.294], [1.255, 1.020, 5.092], [1.512, 1.710, 6.408], [-0.032, 0.791, 4.631], [-0.280, 0.131, 3.429], [-1.692, -0.136, 2.985], [4.248, -1.641, -2.493], [3.732, -1.748, -0.801], [2.948, -0.601, -1.893], [2.019, -2.510, -3.220], [3.360, -4.244, -1.073], [3.941, -4.040, -2.729], [2.414, -4.865, -2.430], [-0.699, -2.623, -2.892], [-1.676, -3.339, -0.099], [-2.688, -3.462, -1.549], [-2.050, -1.890, -1.066], [-0.521, -5.317, -1.473], [0.422, -4.901, -2.919], [-1.336, -4.929, -2.992], [1.385, -5.193, -0.329], [1.238, -7.235, 1.012], [1.022, -7.121, 2.761], [2.626, -6.944, 2.058], [1.237, -4.883, 3.905], [0.833, -2.486, 3.738], [3.103, -0.229, 1.199], [3.387, -1.578, 2.286], [4.197, -0.028, 2.588], [3.335, 0.797, 4.620], [2.221, 1.142, 7.014], [0.590, 1.824, 6.979], [1.939, 2.706, 6.262], [-0.879, 1.106, 5.234], [-2.399, 0.418, 3.602], [-1.923, -1.203, 3.052], [-1.833, 0.166, 1.948], [-0.981, -0.006, -2.229], [-1.378, -0.001, -3.757], [0.150, -0.128, -4.876], [0.109, -0.516, -6.219], [1.268, -0.634, -6.975], [2.503, -0.360, -6.401], [2.569, 0.036, -5.072], [1.403, 0.149, -4.326], [-2.366, 1.523, -4.281], [-2.390, 2.004, -5.592], [-3.182, 3.086, -5.950], [-3.968, 3.716, -4.994], [-3.958, 3.258, -3.684], [-3.166, 2.171, -3.339], [-2.536, -1.435, -4.282], [-2.118, -2.610, -4.913], [-3.000, -3.648, -5.184], [-4.333, -3.543, -4.810], [-4.776, -2.387, -4.181], [-3.889, -1.348, -3.936], [-0.846, -0.739, -6.682], [1.210, -0.944, -8.012], [3.408, -0.452, -6.988], [3.528, 0.257, -4.619], [1.450, 0.457, -3.287], [-1.772, 1.530, -6.347], [-3.183, 3.440, -6.975], [-4.585, 4.564, -5.269], [-4.553, 3.755, -2.929], [-3.166, 1.809, -2.317], [-1.077, -2.725, -5.196], [-2.649, -4.545, -5.679], [-5.019, -4.358, -5.005], [-5.813, -2.299, -3.880], [-4.253, -0.442, -3.462], [0.181, 4.733, 4.582], [-0.171, 4.090, 2.566], [1.849, 3.461, 2.291], [0.787, 5.635, 4.606], [0.681, 3.931, 5.122], [-0.777, 4.934, 5.058], [2.134, 2.828, 3.127], [2.512, 4.319, 2.208], [1.873, 2.878, 1.372], [-2.108, 2.066, 0.259], [-0.739, 1.918, -0.133], [-0.360, 3.157, -0.723], [-1.450, 3.977, -0.709], [-1.574, 5.263, -1.183], [-2.800, 5.898, -0.984], [-3.850, 5.251, -0.342], [-3.722, 3.937, 0.110], [-2.507, 3.320, -0.093], [-0.747, 5.755, -1.677], [-2.934, 6.913, -1.335], [-4.786, 5.776, -0.192], [-4.538, 3.420, 0.598]], "lowdin_charge": [0.610, -0.138, -0.515, -0.120, 1.086, -0.526, -0.100, -0.097, -0.290, -0.078, -0.300, -0.071, -0.057, -0.019, -0.325, -0.043, -0.258, -0.217, -0.033, -0.046, -0.299, -0.068, -0.034, -0.213, -0.024, 0.074, 0.071, 0.049, 0.101, 0.071, 0.075, 0.051, 0.053, 0.079, 0.081, 0.058, 0.069, 0.056, 0.067, 0.086, 0.068, 0.068, 0.071, 0.106, 0.111, 0.069, 0.080, 0.073, 0.117, 0.073, 0.074, 0.062, 0.113, 0.078, 0.085, 0.051, -0.401, 0.435, -0.204, -0.118, -0.097, -0.105, -0.096, -0.097, -0.205, -0.089, -0.102, -0.103, -0.083, -0.087, -0.203, -0.123, -0.103, -0.108, -0.096, -0.085, 0.098, 0.095, 0.093, 0.098, 0.089, 0.087, 0.092, 0.092, 0.093, 0.099, 0.097, 0.097, 0.093, 0.096, 0.098, -0.462, 1.258, -0.416, -0.010, -0.041, -0.011, -0.020, -0.004, -0.005, 0.038, -0.509, 0.058, -0.289, -0.001, -0.105, -0.114, -0.007, -0.291, 0.117, 0.093, 0.092, 0.116], "total_charge": -1}

# 2
{"formula": "C48H56N6OPbS3", "method": "ωB97M-V with the def2-TZVPD basis set", "species": ["Pb", "C", "C", "C", "C", "C", "C", "C", "N", "C", "C", "C", "C", "C", "C", "C", "C", "C", "C", "N", "C", "C", "C", "N", "C", "C", "C", "C", "C", "C", "C", "C", "C", "C", "C", "C", "C", "C", "N", "C", "C", "H", "H", "H", "H", "H", "H", "H", "H", "H", "H", "H", "H", "H", "H", "H", "H", "H", "H", "H", "H", "H", "H", "H", "H", "H", "H", "H", "H", "H", "H", "H", "H", "H", "H", "H", "H", "H", "H", "H", "H", "H", "H", "H", "H", "S", "C", "S", "S", "C", "N", "N", "C", "O", "C", "C", "C", "C", "C", "C", "C", "C", "C", "H", "H", "H", "H", "H", "H", "H", "H", "H", "H", "H", "H"], "positions_angstrom": [[0.104, 0.421, -1.083], [0.583, -5.443, 2.131], [1.651, -4.705, 1.317], [1.062, -3.790, 0.291], [0.840, -4.041, -1.026], [1.206, -5.272, -1.797], [2.542, -5.119, -2.531], [0.203, -2.854, -1.574], [0.072, -1.920, -0.600], [0.574, -2.445, 0.544], [0.551, -1.815, 1.786], [0.004, -0.575, 2.106], [-0.188, -0.072, 3.457], [0.163, -0.802, 4.717], [1.654, -0.737, 5.053], [-0.775, 1.148, 3.338], [-0.989, 1.371, 1.920], [-1.693, 2.442, 1.376], [-2.164, 2.567, 0.071], [-1.903, 1.704, -0.941], [-2.630, 2.098, -2.018], [-2.690, 1.435, -3.242], [-2.113, 0.213, -3.582], [-1.348, -0.536, -2.753], [-1.003, -1.664, -3.419], [-0.260, -2.713, -2.882], [-1.583, -1.640, -4.755], [-2.277, -0.475, -4.855], [-3.088, 0.028, -6.008], [-4.585, -0.257, -5.850], [-1.457, -2.735, -5.768], [-2.468, -3.867, -5.548], [-3.364, 3.308, -1.691], [-3.070, 3.604, -0.396], [-3.616, 4.721, 0.439], [-4.853, 4.302, 1.240], [-4.211, 4.097, -2.641], [-3.366, 5.038, -3.506], [-0.496, 0.321, 1.215], [-1.227, 2.060, 4.436], [-2.680, 1.810, 4.853], [1.036, -6.071, 2.901], [-0.024, -6.078, 1.484], [-0.090, -4.736, 2.619], [2.300, -5.432, 0.823], [2.296, -4.130, 1.985], [0.417, -5.506, -2.517], [1.261, -6.124, -1.117], [2.509, -4.276, -3.224], [2.793, -6.018, -3.096], [3.345, -4.927, -1.817], [0.940, -2.391, 2.618], [-0.145, -1.847, 4.626], [-0.413, -0.387, 5.547], [2.249, -1.221, 4.278], [1.867, -1.223, 6.007], [1.984, 0.300, 5.111], [-2.007, 3.213, 2.070], [-3.302, 1.903, -4.005], [-0.084, -3.556, -3.540], [-2.727, -0.430, -6.931], [-2.932, 1.104, -6.119], [-4.768, -1.331, -5.794], [-5.154, 0.142, -6.691], [-4.972, 0.189, -4.932], [-0.444, -3.143, -5.740], [-1.592, -2.318, -6.768], [-2.361, -4.294, -4.549], [-2.333, -4.666, -6.278], [-3.488, -3.492, -5.636], [-3.864, 5.566, -0.207], [-2.844, 5.081, 1.125], [-5.660, 4.004, 0.569], [-5.214, 5.116, 1.870], [-4.627, 3.447, 1.880], [-4.948, 4.676, -2.080], [-4.780, 3.420, -3.283], [-2.810, 5.736, -2.876], [-3.988, 5.615, -4.193], [-2.637, 4.474, -4.090], [-1.116, 3.100, 4.117], [-0.572, 1.935, 5.302], [-3.350, 1.939, 4.001], [-2.993, 2.495, 5.643], [-2.803, 0.788, 5.215], [2.041, 5.401, -1.196], [0.996, 4.171, -1.829], [0.314, 4.530, -0.280], [0.800, 3.222, -3.086], [5.606, 1.521, 3.578], [4.213, 1.397, 3.154], [4.038, 0.940, 1.845], [3.034, 1.689, 1.211], [2.641, 1.474, 0.078], [2.626, 2.671, 2.191], [3.383, 2.492, 3.291], [3.442, 3.307, 4.537], [4.363, -0.399, 1.525], [4.443, -0.787, 0.190], [4.723, -2.110, -0.117], [4.953, -3.043, 0.884], [4.888, -2.644, 2.210], [4.583, -1.330, 2.536], [6.159, 0.652, 3.232], [5.646, 1.545, 4.665], [6.075, 2.422, 3.171], [1.839, 3.394, 2.042], [2.569, 3.954, 4.592], [4.333, 3.939, 4.557], [3.463, 2.670, 5.422], [4.264, -0.063, -0.588], [4.763, -2.408, -1.157], [5.179, -4.072, 0.633], [5.057, -3.360, 3.005], [4.495, -1.033, 3.573]], "lowdin_charge": [1.374, -0.083, -0.199, -0.129, -0.129, -0.193, -0.084, -0.239, -0.020, -0.237, 0.058, -0.232, -0.127, -0.186, -0.079, -0.137, -0.244, 0.010, -0.301, -0.014, -0.250, 0.046, -0.240, -0.019, -0.242, 0.052, -0.127, -0.127, -0.191, -0.084, -0.192, -0.083, -0.129, -0.156, -0.199, -0.082, -0.192, -0.082, -0.004, -0.199, -0.082, 0.070, 0.075, 0.070, 0.105, 0.092, 0.106, 0.104, 0.073, 0.070, 0.064, 0.103, 0.111, 0.104, 0.050, 0.074, 0.063, 0.104, 0.103, 0.101, 0.103, 0.107, 0.065, 0.070, 0.070, 0.106, 0.102, 0.071, 0.070, 0.064, 0.107, 0.101, 0.076, 0.070, 0.065, 0.105, 0.106, 0.075, 0.070, 0.069, 0.103, 0.105, 0.066, 0.070, 0.075, 0.558, -1.667, 0.581, 0.649, -0.014, -0.086, 0.055, -0.407, -0.069, 0.071, -0.282, -0.013, -0.180, 0.000, -0.069, -0.101, -0.089, -0.044, 0.083, 0.092, 0.100, 0.093, 0.086, 0.087, 0.083, 0.111, 0.105, 0.101, 0.105, 0.100]}

no.,gap between HOMO and LUMO (hartree),highest occupied orbital energy (eV),largest force on an atom (eV Å⁻¹)
1,0.242,-4.41,1.43
2,0.206,-6.27,0.27